ORCA calculation (wB97M-V/def2-TZVPD) on C39H55Cl2NO2P2S3Zr as an isolated structure in a non-equilibrium geometry.

Properties
max |F|: 0.0311 Eh/bohr
ΔE to the lowest compared entry with this formula, charge and spin: 21.3 kcal/mol
electronic energy: -124320.6205 eV
gap between HOMO and LUMO: 6.21 eV

Structure (ORCA input):
```
! RIJCOSX wB97M-V def2-TZVPD def2/J DEFGRID3
* xyz 2 1
Zr 0.275 0.634 -0.025
C -2.453 -2.935 2.539
C -2.974 -1.818 1.633
C -3.409 -2.357 0.268
P -1.768 -0.424 1.504
C -1.502 0.078 3.260
C -0.551 1.271 3.331
C -2.722 0.298 4.150
C -2.755 0.818 0.599
C -3.837 1.525 1.123
C -4.516 2.482 0.390
C -5.697 3.221 0.962
C -4.068 2.741 -0.909
C -3.016 2.041 -1.465
C -2.367 1.041 -0.736
N -1.271 0.270 -1.276
C -1.199 -0.045 -2.667
C -2.316 -0.054 -3.499
C -2.184 -0.267 -4.861
C -0.939 -0.486 -5.447
C -0.795 -0.696 -6.934
C 0.151 -0.583 -4.595
C 0.036 -0.412 -3.216
P 1.324 -0.955 -2.043
C 0.969 -2.779 -1.905
C 0.401 -3.428 -3.172
C -0.017 -3.011 -0.762
C 3.033 -0.856 -2.756
C 3.411 -1.886 -3.822
C 3.430 0.559 -3.185
H -3.180 -3.749 2.566
H -2.293 -2.609 3.568
H -1.514 -3.344 2.154
H -3.837 -1.333 2.095
H -2.651 -3.017 -0.148
H -3.622 -1.562 -0.450
H -4.322 -2.946 0.389
H -0.969 -0.804 3.634
H -1.075 2.198 3.117
H 0.249 1.179 2.590
H -0.089 1.353 4.317
H -3.229 1.230 3.903
H -2.394 0.380 5.190
H -3.442 -0.520 4.102
H -4.170 1.321 2.134
H -5.780 3.071 2.038
H -6.627 2.878 0.502
H -5.618 4.293 0.770
H -4.563 3.506 -1.500
H -2.700 2.266 -2.475
H -3.298 0.115 -3.079
H -3.072 -0.254 -5.485
H -1.474 -0.052 -7.492
H -1.033 -1.729 -7.201
H 0.222 -0.494 -7.270
H 1.114 -0.823 -5.023
H 1.929 -3.242 -1.656
H -0.618 -3.081 -3.355
H 0.363 -4.510 -3.021
H 0.984 -3.238 -4.069
H -0.962 -2.521 -0.998
H 0.341 -2.637 0.200
H -0.220 -4.078 -0.642
H 3.632 -1.120 -1.879
H 2.931 -1.706 -4.782
H 3.210 -2.908 -3.516
H 4.488 -1.804 -3.986
H 2.850 0.878 -4.057
H 4.484 0.564 -3.471
H 3.293 1.291 -2.393
Cl -1.711 7.302 -2.502
C -1.241 5.893 -1.632
C -1.652 5.733 -0.305
C -1.307 4.619 0.428
Cl -1.869 4.502 2.056
C -0.528 3.600 -0.133
O -0.196 2.506 0.547
C -0.103 3.794 -1.464
C 0.776 2.867 -2.074
O 1.199 1.827 -1.528
C -0.464 4.933 -2.207
H -2.258 6.503 0.159
H 1.129 3.083 -3.086
H -0.118 5.040 -3.230
C 2.866 -0.934 4.716
C 2.143 -1.975 3.868
S 1.627 -1.458 2.197
C 3.101 -1.648 1.153
C 3.867 -0.355 0.823
S 2.939 1.195 0.944
C 2.927 1.602 2.719
C 4.179 1.298 3.523
S 4.464 -0.428 4.032
H 3.073 -1.373 5.694
H 2.246 -0.053 4.888
H 1.216 -2.282 4.356
H 2.752 -2.868 3.727
H 2.738 -2.110 0.236
H 3.763 -2.361 1.640
H 4.232 -0.368 -0.202
H 4.731 -0.246 1.469
H 2.067 1.129 3.171
H 2.758 2.681 2.713
H 4.127 1.905 4.427
H 5.091 1.587 2.998
*
```

***

ORCA calculation (wB97M-V/def2-TZVPD) on a 11-piece molecular cluster, C40H99N9O16 overall in a non-equilibrium geometry.

Properties
max |F|: 0.1129 Eh/bohr
ΔE to the lowest compared entry with this formula, charge and spin: 89.9 kcal/mol
electronic energy: -89249.3866 eV
SMILES string: CC1(C)CCCC(C)(C)N1O.CC1(C)CCCC(C)(C)N1O.CC1(C)CCCC(C)(C)N1O.NC(N)=O.NC(N)=O.NC(N)=O.OCCO.OCCO.OCCO.OCCO.OCCO
gap between HOMO and LUMO: 7.43 eV

Structure (ORCA input):
```
! RIJCOSX wB97M-V def2-TZVPD def2/J DEFGRID3
* xyz 0 1
C -24.850 -5.590 0.122
C -23.940 -5.032 -0.990
C -24.691 -3.864 -1.643
C -24.625 -2.471 -0.884
C -23.203 -2.196 -0.496
C -22.357 -3.349 0.244
N -22.595 -4.620 -0.512
O -21.886 -5.743 0.076
C -20.831 -2.965 0.157
C -22.902 -3.368 1.762
C -23.818 -6.114 -2.093
H -25.321 -4.779 0.676
H -24.241 -6.058 0.896
H -25.601 -6.303 -0.217
H -24.347 -3.563 -2.632
H -25.774 -3.959 -1.723
H -25.238 -2.478 0.017
H -25.058 -1.683 -1.501
H -23.301 -1.269 0.069
H -22.632 -1.778 -1.325
H -20.415 -2.820 -0.840
H -20.742 -2.007 0.670
H -20.069 -3.596 0.615
H -23.939 -3.617 1.989
H -22.326 -4.201 2.166
H -22.644 -2.521 2.398
H -24.766 -6.318 -2.589
H -23.519 -7.093 -1.719
H -23.155 -5.769 -2.886
H -22.261 -5.959 0.933
C -19.041 -7.414 -5.700
C -19.282 -8.827 -5.221
C -17.849 -9.510 -5.066
C -17.806 -10.809 -4.191
C -18.470 -10.499 -2.791
C -19.974 -9.982 -2.907
N -19.880 -8.795 -3.804
O -21.131 -8.148 -3.769
C -20.937 -11.135 -3.498
C -20.232 -9.672 -1.415
C -20.184 -9.534 -6.223
H -20.036 -6.970 -5.677
H -18.713 -7.336 -6.737
H -18.388 -6.780 -5.101
H -17.566 -9.770 -6.086
H -17.133 -8.852 -4.573
H -16.814 -11.094 -3.840
H -18.303 -11.612 -4.734
H -17.818 -9.691 -2.461
H -18.299 -11.351 -2.132
H -21.754 -10.833 -4.154
H -20.345 -11.870 -4.044
H -21.502 -11.585 -2.681
H -19.404 -9.076 -1.031
H -21.138 -9.074 -1.315
H -20.240 -10.645 -0.924
H -19.988 -10.586 -6.014
H -19.977 -9.299 -7.267
H -21.251 -9.367 -6.076
H -20.998 -7.548 -3.032
C -21.733 -6.519 -12.682
C -20.250 -6.590 -12.299
C -20.365 -6.686 -10.743
C -19.038 -7.218 -10.022
C -17.884 -7.397 -10.999
C -18.296 -8.183 -12.285
N -19.595 -7.716 -12.811
O -19.964 -8.236 -14.024
C -17.118 -7.962 -13.258
C -18.407 -9.702 -12.032
C -19.659 -5.184 -12.840
H -22.274 -7.409 -12.362
H -21.925 -6.307 -13.734
H -22.206 -5.745 -12.078
H -20.463 -5.626 -10.506
H -21.285 -7.158 -10.397
H -19.287 -8.224 -9.683
H -18.616 -6.665 -9.183
H -17.155 -7.948 -10.405
H -17.486 -6.432 -11.312
H -16.150 -8.320 -12.906
H -17.464 -8.407 -14.191
H -17.001 -6.905 -13.500
H -18.421 -10.254 -12.972
H -17.514 -9.998 -11.480
H -19.258 -10.064 -11.455
H -18.571 -5.181 -12.897
H -19.772 -4.451 -12.041
H -20.053 -4.929 -13.824
H -20.568 -8.946 -13.796
C -20.965 -4.097 -3.924
O -20.353 -3.943 -4.943
N -22.021 -3.391 -3.581
N -20.710 -5.047 -3.109
H -22.410 -3.521 -2.658
H -22.111 -2.545 -4.125
H -19.823 -5.530 -3.111
H -21.268 -5.110 -2.269
C -19.568 -3.311 -8.210
O -19.278 -2.995 -9.331
N -20.621 -3.987 -7.934
N -18.905 -3.081 -7.076
H -21.399 -4.166 -8.552
H -20.677 -4.328 -6.984
H -18.071 -2.510 -7.057
H -19.275 -3.444 -6.210
C -24.540 -9.327 -3.702
O -24.310 -10.095 -2.788
N -23.681 -8.861 -4.543
N -25.662 -8.733 -3.887
H -22.715 -9.151 -4.592
H -23.866 -7.990 -5.021
H -25.688 -8.178 -4.730
H -26.427 -9.093 -3.336
C -26.070 -7.846 -11.174
C -24.831 -6.961 -10.802
O -24.929 -6.473 -9.469
O -26.051 -8.400 -12.431
H -26.969 -7.256 -10.999
H -26.077 -8.622 -10.408
H -24.885 -6.138 -11.515
H -23.894 -7.491 -10.977
H -24.149 -6.794 -9.011
H -26.143 -7.679 -13.059
C -26.672 -1.421 -4.411
C -26.288 -2.838 -4.949
O -25.590 -2.594 -6.228
O -27.749 -0.849 -5.163
H -25.806 -0.776 -4.264
H -27.086 -1.683 -3.437
H -27.186 -3.424 -5.145
H -25.702 -3.386 -4.211
H -24.896 -1.973 -5.994
H -27.768 0.066 -4.875
C -22.987 -3.098 -10.109
C -23.369 -1.712 -10.579
O -22.705 -0.731 -9.862
O -23.304 -3.377 -8.750
H -21.933 -3.318 -10.275
H -23.505 -3.807 -10.755
H -24.444 -1.551 -10.660
H -22.982 -1.629 -11.595
H -22.872 -0.988 -8.953
H -24.258 -3.442 -8.664
C -24.133 -5.564 -6.158
C -22.771 -6.316 -6.539
O -22.665 -6.708 -7.844
O -25.235 -6.296 -5.634
H -24.450 -5.096 -7.089
H -23.918 -4.773 -5.439
H -22.540 -7.101 -5.819
H -21.974 -5.596 -6.354
H -21.771 -7.019 -8.001
H -25.950 -6.382 -6.269
C -27.779 -3.989 -8.434
C -27.989 -5.550 -8.645
O -27.147 -6.442 -7.908
O -26.610 -3.506 -8.968
H -27.654 -3.572 -7.435
H -28.667 -3.453 -8.768
H -28.025 -5.658 -9.729
H -29.035 -5.645 -8.353
H -26.285 -6.281 -8.298
H -26.552 -2.626 -8.589
*
```

***

ORCA calculation (wB97M-V/def2-TZVPD) on C4H4N2 as an isolated structure in a non-equilibrium geometry.

Properties
max |F|: 0.0918 Eh/bohr
ΔE to the lowest compared entry with this formula, charge and spin: 165.6 kcal/mol
electronic energy: -7185.5069 eV
gap between HOMO and LUMO (spin up / spin down): 7.66 / 7.71 eV

Structure (ORCA input):
```
! RIJCOSX wB97M-V def2-TZVPD def2/J DEFGRID3
* xyz 0 1
C -1.192 -0.347 -0.538
C -0.076 0.648 -0.543
N 1.833 1.394 -0.532
N 2.243 0.734 0.298
C 0.551 -0.312 0.473
C -0.842 -0.758 0.691
H -1.971 -0.624 -1.220
H -0.436 1.679 -0.350
H 1.234 -1.150 0.236
H -1.343 -1.266 1.485
*
```

***

Repeat the third record exactly.
ORCA calculation (wB97M-V/def2-TZVPD) on C4H4N2 as an isolated structure in a non-equilibrium geometry.

Properties
max |F|: 0.0918 Eh/bohr
ΔE to the lowest compared entry with this formula, charge and spin: 165.6 kcal/mol
electronic energy: -7185.5069 eV
gap between HOMO and LUMO (spin up / spin down): 7.66 / 7.71 eV

Structure (ORCA input):
```
! RIJCOSX wB97M-V def2-TZVPD def2/J DEFGRID3
* xyz 0 1
C -1.192 -0.347 -0.538
C -0.076 0.648 -0.543
N 1.833 1.394 -0.532
N 2.243 0.734 0.298
C 0.551 -0.312 0.473
C -0.842 -0.758 0.691
H -1.971 -0.624 -1.220
H -0.436 1.679 -0.350
H 1.234 -1.150 0.236
H -1.343 -1.266 1.485
*
```